(1)
55
Properties=species:S:1:pos:R:3:mulliken_charge:R:1 method="wB97M-V/def2-TZVPD" energy_ha=-1700.050535 homo_lumo_gap_ev=8.18 charge=0 max_force_ev_per_a=1.60 e_above_lowest_kj_mol=121.6
S 1.4487 -3.1154 -1.2861 -0.22
C 0.7932 3.2852 2.1697 -1.47
C -1.8026 1.0017 3.4023 0.75
H -1.1287 -1.7765 2.0576 0.68
C 1.2498 0.7225 -2.2337 -0.48
H 1.8332 -2.0154 -3.8409 0.14
H 1.8501 3.1571 1.9394 0.53
H 1.7554 -2.0652 -5.5996 0.43
H -1.4188 -3.9908 -3.4536 0.36
H 1.9931 1.3163 0.9962 0.08
H -1.8580 -1.8043 -4.6556 0.40
C 0.3890 2.3023 -0.0468 0.62
H -0.2626 -3.4719 -5.5158 0.27
C -1.7726 3.3018 2.6668 -1.13
C -0.7924 -1.5910 -4.6361 -1.32
H 2.7494 0.0042 -0.8903 0.44
C 0.0118 -2.8869 -4.6308 0.90
C -0.3549 -3.7515 -3.4060 -1.03
H -1.5807 4.5201 0.8747 0.30
H -0.5426 -0.9960 -5.5115 0.44
C -1.0202 -0.2782 3.6423 -1.36
C -0.1162 -3.0805 -2.1084 0.50
H 1.5879 0.1362 -3.0730 0.47
C -1.3986 3.4839 1.1852 -0.67
H -1.6933 -0.9723 4.1444 0.46
C 1.4699 1.4158 0.0589 -0.10
H 0.2202 -4.6791 -3.4401 0.43
C 0.1712 1.5791 -2.3723 -0.90
O -3.0181 1.0005 3.3647 -0.68
N -0.5967 -1.9380 -0.2888 0.19
H 2.0759 -3.5414 -4.6894 0.35
H 0.6571 4.3142 2.5186 0.38
C 0.8873 -1.1435 2.2162 0.20
N -1.0894 2.1305 3.1727 0.16
H -1.4941 4.1747 3.2640 0.36
C 0.3480 2.2904 3.2601 0.05
H 0.8499 1.3362 3.1186 -0.04
F -1.2428 3.2321 -1.5313 -0.37
H -0.5846 -1.0042 -3.7452 0.09
H -0.3534 1.6783 -3.3097 0.49
C 1.8960 0.6558 -1.0136 -0.92
H -2.0313 2.8280 0.5862 0.47
H -0.8190 -0.1744 1.4657 0.33
H -0.1524 -0.1189 4.2816 0.44
C 1.5112 -2.6112 -4.6914 -1.43
C 0.6398 -2.1837 -0.0245 0.27
N -0.0023 3.1283 0.9800 0.14
N 1.3281 -1.8100 1.0900 0.13
N -1.0034 -2.4427 -1.4435 -1.06
H 0.6220 2.6798 4.2502 0.29
H 2.3214 -2.0124 1.0909 0.29
C -0.2293 2.3542 -1.3071 0.81
H -2.8458 3.1349 2.7650 0.43
C -0.5848 -0.8598 2.2856 -0.25
O 1.7016 -0.8288 3.0546 -0.67

=====

(2)
88
Properties=species:S:1:pos:R:3:mulliken_charge:R:1 method="wB97M-V/def2-TZVPD" energy_ha=-7276.320775 homo_lumo_gap_ev=9.96 charge=+1 max_force_ev_per_a=0.64 e_above_lowest_kj_mol=0.0
H -0.3766 1.2075 -7.1405 0.44
H 1.0513 1.4855 3.8314 0.55
H -4.7064 0.1303 -0.1982 0.33
Si -4.2049 -0.1589 2.2712 0.42
H -0.3162 2.7393 -1.5135 0.54
H -1.6680 -0.8462 -5.7554 0.48
H -0.2265 2.7781 -3.9199 0.41
C -0.9403 1.0695 -5.0454 0.45
C -0.8181 -2.2185 3.5274 -0.75
F 2.7945 -4.9539 -2.0363 -0.32
H 0.2591 3.3973 0.6582 0.16
C 1.7238 0.8377 -3.3626 -1.87
H 1.4055 2.4210 -1.3764 0.41
H 2.4121 1.5343 2.7097 0.34
C 0.4564 -4.7191 -2.2575 0.76
C -5.2341 -1.4820 3.0721 -1.06
H 3.2834 -2.9293 0.0070 0.03
O 5.4595 -2.3833 1.5755 -0.43
H -6.1556 -1.0326 3.4535 0.34
H -0.8602 3.9577 2.6012 0.25
C 1.1679 0.6659 0.4470 -1.70
H -1.1787 -0.9260 0.5989 -0.60
H -4.9598 1.6115 0.7237 0.31
H -6.1366 0.3145 0.8450 0.39
H -0.0898 0.1231 -2.4307 -0.35
C 1.3267 1.6761 2.7880 -2.42
H -1.0899 1.7677 1.7199 0.45
H 0.4607 -2.0947 0.6433 0.15
H 2.0576 -2.5726 2.4123 1.03
O 0.1175 1.2346 -0.2543 0.06
C -0.8878 0.7349 2.0012 -2.48
H -1.9032 1.4701 -5.3829 0.42
C 0.0665 -1.5303 3.1352 -0.16
H 0.4495 2.3798 -6.1183 0.37
H 1.6174 -0.3983 3.5030 0.77
C 0.4268 1.9382 -1.4672 -1.91
F 0.6103 -5.7131 -1.3753 -0.22
C 2.0990 -1.6103 1.8921 -0.46
H 1.7880 -3.8305 0.0408 0.48
C 2.2293 -2.8780 -0.2683 -1.09
H 4.3881 -2.6241 3.2457 0.40
O -2.7566 -0.8895 1.8769 -0.43
H -4.9245 1.6379 3.8020 0.45
H 3.0097 3.7015 2.8479 0.30
H 1.3795 -1.9943 -2.1000 -0.14
H 3.8024 -0.6285 0.9445 0.02
C 0.0764 1.3543 -6.1564 -1.59
H -2.2602 0.4143 0.3516 0.48
H 3.0785 -2.3645 -2.1857 0.55
H -3.3667 2.0656 3.1021 0.27
O 1.5895 -0.5477 -0.1725 -0.12
H 0.9387 0.6840 -6.0965 0.28
Br 2.1807 -3.8218 -4.3877 -0.07
C -3.9576 1.2311 3.4943 -1.06
H -0.2209 -0.9766 -4.7678 0.16
H 2.4834 0.7123 -2.5849 0.41
H 1.7562 -0.0540 -3.9883 0.20
H -4.7118 -1.9470 3.9131 0.31
H -1.6146 -2.8505 3.8686 0.54
N 1.1111 3.5393 1.1824 -0.35
C -1.1648 -0.4355 -4.8763 -1.33
H 1.9510 4.8260 3.3437 0.30
C 4.5345 -2.1053 2.2817 -0.41
C 1.0520 3.1790 2.5829 0.62
H -1.5775 1.9322 -3.1937 0.54
C 0.3383 1.0818 -2.7464 2.55
H -1.7782 -0.6606 -3.9981 0.27
C 1.8699 -4.0448 -2.4968 0.31
H 2.0406 1.3280 0.4235 0.52
H 2.0200 1.6853 -3.9877 0.47
C 2.1238 -2.7230 -1.7963 -0.63
C -0.6242 1.7749 -3.7156 -1.45
C -5.0672 0.5222 0.7535 -1.12
C 3.5195 -1.0487 1.9121 -0.37
H 1.4665 4.4752 1.0561 0.30
H 3.6082 -0.2466 2.6534 0.66
N -0.2182 3.5136 3.2428 -0.47
Br -0.8992 -3.5038 -1.5458 -0.09
F -0.0678 -5.2372 -3.3616 -0.25
C 0.6416 0.5934 1.9249 3.09
N 1.1117 -0.7169 2.6722 0.46
N 2.1265 3.8234 3.3365 -0.81
H -3.4361 0.8670 4.3861 0.29
H -0.0708 4.1271 4.0337 0.27
C 1.5010 -1.7793 0.5181 1.00
C -1.7776 -0.1852 1.1280 -0.15
H -5.5033 -2.2557 2.3508 0.31
H -1.2036 0.6586 3.0444 1.02

=====

(3)
8
Properties=species:S:1:pos:R:3:mulliken_charge:R:1 method="wB97M-V/def2-TZVPD" energy_ha=-303.606581 homo_lumo_gap_ev="6.64 / 6.64" charge=-1 max_force_ev_per_a=5.99 e_above_lowest_kj_mol=470.3
C 0.2365 -0.0408 0.0809 -0.78
O 0.2932 -2.4841 -1.2608 -0.54
C 1.2218 -1.6910 -1.3002 0.46
H -0.3962 0.5930 -0.3657 0.30
H 0.8605 0.5136 0.7999 0.25
O 1.2262 -0.5039 -0.8128 -0.21
O 3.0915 -2.0389 -1.9126 -0.86
H -0.1859 -0.7515 0.6763 0.38

=====

(4)
6
Properties=species:S:1:pos:R:3:mulliken_charge:R:1 method="wB97M-V/def2-TZVPD" energy_ha=-700.173301 homo_lumo_gap_ev=11.03 charge=0 max_force_ev_per_a=3.13 e_above_lowest_kj_mol=10.2
O -1.9333 2.3588 -0.3439 -0.39
O -0.1054 0.9679 -0.4291 -0.31
O 1.2113 -2.0280 -0.8204 -0.33
S 0.8384 -1.1704 1.6831 -0.34
C -1.0304 1.6228 -0.3679 0.70
C 1.0194 -1.7512 0.2783 0.67

=====

(5)
8
Properties=species:S:1:pos:R:3:mulliken_charge:R:1 method="wB97M-V/def2-TZVPD" energy_ha=-328.151415 homo_lumo_gap_ev="6.47 / 8.10" multiplicity=2 charge=-1 max_force_ev_per_a=4.27 e_above_lowest_kj_mol=117.3 s_squared=0.76
H 0.1336 0.9525 2.4267 0.23
H -1.1647 -1.7956 -1.4802 0.31
H 1.1695 -0.6575 -0.0878 0.08
F -0.4885 1.4839 -0.8901 -0.24
O -0.3893 -1.2312 -1.5055 -0.40
O 0.6811 1.4648 1.8199 -0.73
C 0.1671 0.5608 -0.0597 0.15
C -0.1089 -0.7778 -0.2232 -0.40

=====

(6)
14
Properties=species:S:1:pos:R:3:mulliken_charge:R:1 method="wB97M-V/def2-TZVPD" energy_ha=-320.705140 homo_lumo_gap_ev="8.01 / 6.25" charge=0 max_force_ev_per_a=0.79 e_above_lowest_kj_mol=467.8
H -1.1036 -1.3763 -0.5710 0.42
H -1.1661 1.4248 0.5577 0.35
H 3.0017 -0.1736 -0.0294 0.29
C 1.1950 -0.4437 0.2943 0.46
N 1.0357 0.2681 -2.0463 -0.62
H 0.1160 -0.7011 2.0430 0.30
N 2.3900 -0.6866 0.6073 -0.68
C -1.0654 -0.9452 0.4226 -0.70
C 0.6153 0.2928 -0.9218 0.20
N 0.1033 -0.9455 1.0596 -0.10
H -1.7878 0.9387 -1.0595 0.31
C -0.8904 1.1606 -0.4713 -0.97
H -0.4647 2.0742 -0.8925 0.37
H -1.9790 -0.8872 1.0073 0.38

=====

(7)
16
Properties=species:S:1:pos:R:3:mulliken_charge:R:1 method="wB97M-V/def2-TZVPD" energy_ha=-159.559255 homo_lumo_gap_ev=12.36 charge=0 max_force_ev_per_a=2.06 e_above_lowest_kj_mol=67.5
H -1.8463 2.9278 -0.0595 0.28
H -0.8839 3.1012 1.5389 0.32
H 0.5041 1.0580 0.4131 0.37
C 1.4257 -2.1425 -0.4701 -0.87
H 1.7210 -3.1487 -0.1576 0.30
H 1.6145 -2.2770 -1.5431 0.25
H -0.9172 0.6607 1.1408 0.31
H -0.4749 -1.3470 -1.1410 0.22
C -0.9288 2.7880 0.5072 -0.98
H -0.3038 3.4004 -0.1608 0.28
C -0.0368 -1.8216 -0.2755 -0.53
C -0.5561 1.3110 0.3530 -0.86
H 2.1545 -1.5119 0.0529 0.28
H -0.5365 -2.7820 -0.0938 0.34
H -0.1949 -1.1398 0.5463 0.01
H -0.7406 0.9233 -0.6509 0.27

=====

(8)
58
Properties=species:S:1:pos:R:3:mulliken_charge:R:1 method="wB97M-V/def2-TZVPD" energy_ha=-2244.532320 homo_lumo_gap_ev=6.87 charge=+1 max_force_ev_per_a=6.46
C 0.8195 0.8812 -2.3862 -0.82
H 3.0559 4.9790 4.5269 0.31
H 2.4619 6.0579 3.2752 0.29
N 0.4092 -4.2178 -2.7363 -0.38
C -4.9256 -1.0475 0.0483 0.74
H -5.6453 1.3810 -0.3697 0.29
O 0.9796 2.0752 2.7204 -0.22
S -0.4336 -0.9455 -0.4845 -0.19
C 2.8541 -0.2966 -0.9533 -0.13
H 0.7124 4.7565 5.4477 0.31
C 0.8960 5.1306 4.4370 -0.16
C 3.9273 -1.5880 -3.4971 -0.31
H -0.6128 -3.8399 -4.7767 0.35
H 1.1781 1.9811 -2.4229 0.45
C -0.3838 -3.4826 -3.7079 -0.04
H 0.1526 5.9068 4.2408 0.29
H -3.3699 -2.7314 -1.1397 0.20
C 2.1278 -0.0204 -2.2824 0.42
C -6.0650 0.9452 0.5413 -0.16
O -5.2640 -0.1559 0.9915 -0.35
H 2.6974 0.9202 2.7008 0.29
O 5.9593 -3.4633 -0.2513 -0.49
C 1.6185 0.8076 2.8391 -0.56
H -7.6063 -0.2118 -0.4494 0.31
P 6.0417 -2.9702 -1.9176 0.31
H 1.4012 0.3397 3.8012 0.38
H 2.4039 0.1897 -0.0108 0.25
H -6.0098 1.7101 1.3197 0.30
H 4.4112 -1.2956 0.0698 0.37
N 0.4292 -3.4278 -1.6238 -0.24
H -8.1311 1.3885 0.0952 0.36
C -7.5102 0.5264 0.3493 -1.11
H 1.2322 0.1616 2.0473 0.07
O -5.2212 -0.9968 -1.1218 -0.55
H 4.9970 -3.6108 -0.0609 0.33
C -0.1762 0.7725 -1.1321 -0.51
C 1.2492 2.9175 3.7391 0.66
O -0.8151 -2.2464 -3.1327 -0.28
O -4.2146 -2.0274 0.6358 -0.32
H 0.3129 1.3749 -0.2713 0.20
H 0.2286 0.7286 -3.3674 0.32
C -0.3142 -2.2096 -1.8080 0.67
C 2.6739 -0.6651 -3.6165 -0.46
O 5.4846 -4.3813 -2.7610 -0.44
H -1.1635 1.3301 -1.3559 0.43
H 2.4158 6.5658 4.9793 0.36
N 4.0199 -1.1598 -0.8780 -0.03
H 4.5416 -4.5085 -2.4708 0.35
H -7.9001 0.0638 1.2596 0.30
C -3.8743 -3.0980 -0.2425 -0.58
C 2.2869 5.7203 4.3002 -1.09
H 4.3612 -2.1001 -4.4199 0.35
O 1.9105 2.6523 4.7120 -0.54
C 4.5298 -1.7854 -2.0695 0.08
O 0.6754 4.0969 3.4662 -0.35
H 2.1438 -0.4521 -4.6044 0.40
H -4.7715 -3.6612 -0.5087 0.35
H -3.1919 -3.7644 0.2872 0.22